(1)
13
Properties=species:S:1:pos:R:3:forces:R:3:mulliken_charge:R:1 method="wB97M-V/def2-TZVPD" s2=0.75 relative_energy_ev=0.195 multiplicity=2 energy_ha=-407.93708 lumo_ev="-3.527 / -3.528" charge=+1
O -2.39253 1.66406 0.28889 -0.805 0.480 0.169 -0.297
C -1.30238 0.87271 0.36512 3.378 -0.139 0.054 0.762
C -3.63907 1.11750 0.53053 2.608 -2.013 -3.352 -0.315
O -0.19664 1.40105 0.20888 -0.960 -0.019 0.011 -0.671
O -1.45013 -0.36819 0.59556 -1.555 -1.136 0.265 -0.819
C -4.34934 0.57572 -0.57110 2.701 1.996 3.895 -0.101
Cs 3.14822 -1.09688 0.56789 -0.330 0.285 -0.039 0.991
H -3.81718 1.00592 1.60382 -0.762 0.400 -0.445 0.493
H -3.98719 0.54929 -1.59966 -0.164 0.236 0.335 0.393
C -5.60127 0.83696 -0.00247 -4.737 -0.801 -0.532 -0.911
H -5.97100 0.28693 0.86564 0.070 0.375 -0.267 0.301
H -6.25462 1.58391 -0.45492 0.030 -0.356 0.153 0.291
Li -2.97354 -1.40766 0.68960 0.526 0.692 -0.247 0.883

(2)
54
Properties=species:S:1:pos:R:3:forces:R:3:mulliken_charge:R:1 method="wB97M-V/def2-TZVPD" relative_energy_ev=0.210 energy_ha=-1383.11906 lumo_ev=-3.159
C -2.77914 2.68855 1.05088 0.571 -0.069 -0.535 -1.489
C -2.55325 1.53201 1.95973 -0.685 1.245 1.317 1.302
C -1.30201 1.48500 2.75581 0.683 -0.073 -0.310 -1.704
C -3.67155 0.74912 2.38059 -0.921 -1.239 -0.028 0.855
C -3.57790 -0.16563 3.48004 0.108 0.366 -0.307 -0.071
C -4.68794 -0.86435 3.93685 0.183 -0.035 -0.074 -0.887
C -5.92376 -0.74084 3.28678 0.419 0.482 0.030 -0.236
C -6.05833 0.17026 2.23061 0.116 -0.020 -0.172 -0.854
C -4.95377 0.86973 1.75468 0.331 0.059 0.270 -0.279
H -3.24660 2.35495 0.11920 0.053 0.155 0.003 0.469
H -3.44382 3.45590 1.48659 0.163 -0.471 0.164 0.376
H -1.82883 3.15746 0.78200 -0.198 -0.086 -0.048 0.359
H -0.95123 0.45375 2.85310 0.050 0.099 0.046 0.350
H -0.52079 2.06872 2.26335 -0.114 -0.137 0.091 0.350
H -1.44259 1.88483 3.77745 -0.282 -0.093 -0.378 0.463
H -2.61074 -0.30061 3.97202 -0.453 0.022 -0.111 0.330
H -4.58405 -1.50935 4.81157 -0.050 0.097 -0.381 0.378
H -6.77544 -1.33499 3.61784 0.191 0.235 -0.056 0.406
H -7.03626 0.33309 1.77346 0.364 -0.166 0.038 0.378
H -5.06136 1.52862 0.89132 -0.055 -0.196 0.332 0.360
C 5.32610 0.63043 -2.08308 0.366 0.475 0.363 -1.553
C 4.38746 -0.37051 -2.70631 0.071 -0.039 0.094 1.594
C 3.94978 0.10552 -4.07282 -0.389 0.039 -0.252 -1.609
C 5.05635 -1.73068 -2.78427 -0.051 -0.408 0.110 -1.839
O 3.19029 -0.59857 -1.85651 -0.198 0.255 -0.319 -0.276
C 2.43771 0.46170 -1.48963 0.565 1.295 0.078 0.483
N 1.17538 0.05473 -0.98045 -0.275 -0.846 0.503 0.532
C 0.07870 0.90094 -0.78014 0.322 0.036 -0.154 -0.280
B 0.08630 2.33824 -1.52926 -0.309 -0.855 0.375 0.368
F -1.27317 2.70486 -1.64184 -0.336 0.576 -0.012 -0.401
F 0.77988 3.20772 -0.68792 -0.115 0.821 -0.297 -0.395
F 0.61869 2.10495 -2.80358 -0.136 0.705 -0.137 -0.319
C -0.88977 0.23455 -0.07054 0.474 -0.533 -0.269 -1.338
C -0.41395 -1.10170 0.17598 0.201 -0.153 0.139 0.118
C 0.86292 -1.20839 -0.42307 -0.077 0.217 -0.161 0.373
C 1.55624 -2.40076 -0.45308 0.135 -0.783 0.374 -0.384
C 1.00973 -3.50375 0.22418 -0.342 0.487 -0.028 -0.741
C -0.23716 -3.39759 0.86751 -0.076 0.076 0.009 -0.600
C -0.96855 -2.20333 0.83028 0.394 -0.103 -0.026 -0.496
O 2.79981 1.61851 -1.53302 -0.715 -1.666 0.131 -0.569
H 5.65076 0.28767 -1.09459 -0.036 0.097 -0.079 0.358
H 6.21548 0.74651 -2.71545 -0.164 -0.135 0.095 0.448
H 4.82576 1.59588 -1.98683 0.368 -0.207 0.008 0.375
H 3.31473 -0.64584 -4.55461 0.027 0.157 0.048 0.350
H 3.40068 1.04846 -3.98436 0.055 -0.148 -0.093 0.401
H 4.82886 0.26879 -4.70645 -0.126 -0.028 0.141 0.425
H 4.38628 -2.47782 -3.22533 0.076 0.124 0.075 0.373
H 5.96160 -1.67850 -3.40249 -0.234 0.097 0.110 0.445
H 5.35302 -2.07395 -1.78492 -0.084 0.074 -0.179 0.370
H -1.90844 0.54099 0.12459 0.113 0.072 -0.456 1.315
H 2.49363 -2.47442 -0.99038 -0.154 -0.085 0.218 0.423
H 1.54797 -4.45190 0.24662 -0.147 0.277 -0.053 0.404
H -0.64463 -4.26545 1.39108 0.113 0.247 -0.174 0.363
H -1.94911 -2.08356 1.29684 0.208 -0.313 -0.074 0.429

(3)
13
Properties=species:S:1:pos:R:3:forces:R:3:mulliken_charge:R:1 method="wB97M-V/def2-TZVPD" relative_energy_ev=0.442 energy_ha=-411.17234 lumo_ev=0.633 smiles="[H]/N=N/N.O=C=O.N"
H -0.96247 1.03032 1.30371 1.273 -0.473 0.488 0.256
N -1.51881 0.74341 0.52870 -1.026 -0.965 -2.990 -0.690
N -0.87655 0.11583 -0.36902 -0.025 1.632 1.948 0.425
N -1.54855 -0.11533 -1.49307 0.108 -0.479 -0.351 -0.513
H -1.17677 -0.83436 -2.10968 0.330 0.310 0.620 0.241
H -2.53911 -0.15057 -1.41501 -1.011 0.372 0.177 0.285
O 0.37482 -2.30275 -0.86291 -0.556 -1.062 -3.343 -0.390
C 0.30841 -1.99997 0.22724 1.153 -0.150 -0.214 0.736
O 0.45468 -1.76269 1.32271 -0.261 0.791 3.626 -0.358
N 2.15792 1.26757 0.63732 0.080 2.586 -0.183 -0.737
H 1.76219 0.40818 0.88941 -0.784 -1.475 0.252 0.265
H 1.98701 1.89710 1.43309 0.387 -0.430 -0.221 0.219
H 1.57722 1.70325 -0.09249 0.332 -0.658 0.190 0.263

(4)
22
Properties=species:S:1:pos:R:3:forces:R:3:mulliken_charge:R:1 method="wB97M-V/def2-TZVPD" s2=2.06 relative_energy_ev=0.000 multiplicity=3 energy_ha=-570.78715 lumo_ev="-3.636 / -6.231" charge=+1
C 0.67853 -2.10112 -1.82772 -1.490 0.370 -0.318 -0.371
C -1.86009 1.63432 -0.30281 -0.110 -0.521 1.287 -0.392
C -0.25759 -1.15730 -2.23817 1.053 0.804 -0.337 -0.857
C -1.54888 0.89274 -1.40948 0.987 -0.351 1.248 -0.674
C 1.27439 -2.19237 -0.60291 0.173 -0.513 1.782 -0.952
C -1.36235 1.35136 0.96788 0.032 0.180 -1.619 -0.385
C -0.63983 -0.18565 -1.24694 -0.728 -0.757 -1.317 0.747
C -0.18536 -0.39624 0.05131 1.542 -1.897 -0.809 0.596
C 0.77612 -1.36857 0.40024 -0.437 1.320 -1.047 0.564
C 0.36050 -0.09627 2.12094 -1.208 -1.138 -3.641 -0.408
N -0.45507 0.36831 1.14675 0.641 -2.762 -0.567 0.208
N 1.48689 1.84211 1.75422 -2.012 1.988 2.059 -0.433
O 1.10964 -1.14958 1.73037 -0.971 1.049 -0.012 -0.324
H 0.79450 -2.96663 -2.40146 0.741 -0.771 -1.500 0.422
H -2.54704 2.45225 -0.31440 -0.169 0.473 -0.355 0.402
H -0.42146 -1.13917 -3.37188 -0.565 0.302 2.052 0.337
H -1.84782 1.21612 -2.34073 -0.807 0.336 -1.935 0.534
H 1.96269 -3.01600 -0.50321 0.213 0.131 0.644 0.400
H -1.34901 2.09549 1.65439 -0.500 1.817 2.421 0.481
H 0.15898 0.16473 3.06000 0.122 0.643 3.865 0.608
H 1.82646 2.31683 2.60110 1.041 -0.378 -0.944 0.247
H 2.04580 1.43463 1.07252 2.451 -0.327 -0.955 0.249

(5)
95
Properties=species:S:1:pos:R:3:forces:R:3:mulliken_charge:R:1 method="wB97M-V/def2-TZVPD" energy_ha=-3476.79198 lumo_ev=-7.910 charge=+2
Ce 0.64035 -0.65176 0.77697 -1.344 -1.214 -0.067 1.437
O 3.47841 -3.66748 1.49358 0.084 -0.135 0.268 -0.639
C 2.51347 -3.16468 0.97365 -0.046 -0.040 -0.334 -0.337
N 1.36418 -2.76410 1.61099 0.093 1.141 -0.312 0.110
C 1.34722 -3.12529 3.02307 -0.007 0.083 -0.030 -1.255
C 0.07534 -2.67083 3.66793 -0.075 -0.016 -0.043 0.513
C -0.16257 -2.92709 5.01276 -0.050 -0.040 0.063 -1.121
C -1.38815 -2.59064 5.55077 0.037 -0.006 0.008 -0.535
C -2.35448 -2.03357 4.71838 -0.024 -0.028 0.063 -1.084
C -2.02161 -1.78685 3.40652 -0.102 -0.030 -0.202 -0.317
N -0.82159 -2.07070 2.88504 0.339 0.239 -0.110 0.652
C 2.46095 -2.99608 -0.52266 0.128 -0.046 -0.026 1.080
C 3.48410 -3.53940 -1.27414 -0.004 -0.074 -0.124 -1.007
C 3.37887 -3.50685 -2.65468 -0.039 0.018 -0.080 -0.802
C 2.24065 -2.94840 -3.22298 0.066 -0.055 0.001 -0.742
C 1.28930 -2.38455 -2.39536 -0.212 -0.010 0.101 -0.641
N 1.39643 -2.37753 -1.06033 0.350 0.238 0.381 0.644
H 2.23109 -2.74850 3.54265 0.028 0.062 0.077 0.486
H 1.39734 -4.21341 3.11401 0.116 -0.071 -0.007 0.670
H 0.60592 -3.39795 5.61268 -0.021 0.007 0.000 0.566
H -1.59720 -2.77367 6.59668 -0.015 -0.010 -0.021 0.467
H -3.34240 -1.79439 5.08739 0.017 0.004 -0.022 0.500
H -2.74292 -1.34112 2.72897 0.030 0.020 0.011 0.540
H 4.31864 -3.99255 -0.75691 -0.021 0.000 -0.021 0.638
H 4.15767 -3.92761 -3.27803 -0.024 0.002 0.017 0.489
H 2.08794 -2.93377 -4.29353 0.007 -0.009 0.015 0.573
H 0.40476 -1.92991 -2.81161 0.007 0.052 -0.022 0.631
O -0.98367 -3.45504 0.39927 -0.216 -0.448 -0.189 -0.701
N -1.39098 -2.20001 0.00985 0.445 -0.077 0.269 0.673
C -2.56048 -2.26535 -0.48047 -0.298 0.164 -0.124 -1.438
C -3.32889 -1.17896 -1.08806 -0.003 0.013 -0.062 1.088
C -4.70838 -1.39475 -1.16523 0.016 -0.079 0.066 -0.753
C -5.53880 -0.48833 -1.79475 -0.020 0.041 -0.024 -0.789
C -4.98956 0.64008 -2.38859 -0.037 -0.035 0.004 -0.805
C -3.62366 0.85794 -2.32363 0.023 0.067 -0.012 -0.568
C -2.77648 -0.03307 -1.66849 0.130 -0.110 0.111 -0.005
P -0.97332 0.35908 -1.64399 -0.727 0.410 -0.150 2.702
C -1.12364 2.11254 -1.18386 0.071 -0.105 0.026 -0.172
C -1.26443 2.32219 0.18329 0.178 0.081 -0.101 1.010
C -1.41415 3.59443 0.70851 0.009 0.024 0.045 -0.412
C -1.42914 4.68222 -0.15542 0.015 0.016 -0.030 -0.907
C -1.30121 4.48319 -1.52528 0.006 -0.012 0.009 -1.105
C -1.14948 3.20235 -2.04413 0.005 0.085 -0.020 0.171
C -0.58297 0.29018 -3.42309 0.134 -0.099 0.050 0.382
C -1.21984 -0.68294 -4.19983 -0.002 0.044 0.018 -0.618
C -0.88819 -0.84245 -5.53623 0.008 0.002 -0.019 -0.841
C 0.07472 -0.02614 -6.11599 -0.019 -0.007 -0.008 -0.854
C 0.69915 0.95311 -5.35625 -0.004 0.001 -0.010 -1.060
C 0.38382 1.10599 -4.01393 -0.037 -0.036 0.009 -0.353
H -0.10889 -3.33072 0.82971 0.022 -0.035 0.088 0.444
H -3.04233 -3.24067 -0.45797 0.034 -0.031 0.027 0.573
H -5.12499 -2.29462 -0.72574 0.014 0.035 -0.039 0.512
H -6.60451 -0.66987 -1.84096 0.027 0.008 0.001 0.441
H -5.62350 1.34405 -2.91149 0.018 0.003 0.014 0.488
H -3.21151 1.73876 -2.79946 -0.019 -0.017 0.009 0.439
H -1.23922 1.46698 0.84842 -0.123 -0.050 0.173 -1.076
H -1.51079 3.74215 1.77768 0.012 -0.006 -0.026 0.496
H -1.53780 5.68496 0.23801 -0.010 -0.035 -0.016 0.454
H -1.32168 5.33278 -2.19605 0.001 -0.021 0.012 0.491
H -1.05106 3.06460 -3.11314 -0.029 0.017 0.017 0.620
H -1.98548 -1.31359 -3.76413 -0.001 -0.015 -0.009 0.464
H -1.38949 -1.59828 -6.12751 0.008 0.026 0.018 0.487
H 0.32795 -0.14423 -7.16200 -0.014 0.005 0.031 0.454
H 1.43234 1.60670 -5.81099 0.000 -0.011 0.010 0.502
H 0.87522 1.88049 -3.44322 0.058 -0.003 0.026 0.372
N -2.82784 2.65177 4.81931 0.086 -0.022 -0.063 -0.445
C -1.67528 1.99108 4.55860 0.034 0.028 0.086 0.214
C -1.48954 1.26126 3.36935 -0.023 -0.034 -0.149 -0.871
N -0.36725 0.60358 3.12653 0.212 0.358 -0.330 1.077
C 0.59443 0.65709 4.05495 -0.084 -0.204 0.092 -0.396
C 0.42254 1.40738 5.20294 -0.068 0.067 0.068 -0.923
N -0.69262 2.07943 5.45412 -0.014 -0.050 0.005 -0.628
H -3.65121 2.51230 4.26331 -0.005 0.016 0.025 0.206
H -2.91680 3.10641 5.71244 -0.023 0.003 -0.002 0.266
H -2.27522 1.22807 2.62143 0.000 -0.011 0.055 0.562
H 1.50100 0.08668 3.89583 0.032 0.079 -0.020 0.434
H 1.21440 1.48334 5.93951 -0.025 -0.046 -0.019 0.458
F 4.47285 1.15811 2.96796 0.087 0.016 0.055 -0.219
C 4.21193 1.39283 1.68113 -0.268 -0.181 -0.090 0.516
F 4.06989 2.69921 1.49565 0.081 0.081 0.005 -0.201
F 5.20242 0.93597 0.93273 0.093 0.072 0.015 -0.209
C 2.89263 0.66216 1.33028 0.788 0.323 0.354 0.342
O 1.80688 1.21905 1.62587 0.119 -0.366 -0.188 -0.521
O 2.96033 -0.48311 0.81074 -0.222 0.194 0.219 -0.224
C 3.89654 2.66631 -2.30291 0.008 0.045 0.006 -0.979
C 3.83154 1.29601 -2.49588 0.029 -0.014 -0.066 -1.133
C 2.79333 0.59253 -1.91930 -0.228 0.085 -0.031 -0.070
N 1.83292 1.16282 -1.16769 0.519 -0.218 0.218 1.898
C 1.92785 2.48943 -0.96588 -0.145 -0.114 -0.095 0.027
C 2.92121 3.27070 -1.52492 0.029 0.043 -0.022 -1.133
H 4.69611 3.25116 -2.73972 -0.018 -0.017 0.012 0.534
H 4.57480 0.76944 -3.08006 -0.032 0.029 0.014 0.628
H 2.71918 -0.47261 -2.07626 0.034 -0.016 0.048 -0.289
H 1.18030 2.94024 -0.32828 0.016 -0.010 0.025 0.202
H 2.93630 4.33428 -1.32840 -0.005 -0.029 -0.004 0.560

(6)
34
Properties=species:S:1:pos:R:3:forces:R:3:mulliken_charge:R:1 method="wB97M-V/def2-TZVPD" s2=0.77 relative_energy_ev=0.544 multiplicity=2 energy_ha=-674.58986 lumo_ev="3.197 / 3.173" charge=-1
C 3.31816 -2.34678 -1.47726 0.831 -1.541 0.652 -1.509
C 0.82626 -2.28154 -1.12708 0.025 1.347 -0.524 -0.320
C 2.06553 -2.76982 -0.76038 0.226 -0.588 0.147 0.978
C -0.35873 -2.68018 -0.55050 0.079 -0.374 0.871 -0.715
C -0.29242 -3.64026 0.45454 -0.403 -0.136 0.174 -0.374
C 2.10854 -3.69585 0.28235 0.016 -0.166 0.234 -0.378
C 0.93724 -4.09320 0.90467 -0.169 0.025 -0.088 -0.489
H 0.79364 -1.41112 -1.78506 0.013 -0.407 -0.194 0.297
H -1.27614 -2.14174 -0.73856 -0.072 -0.143 -0.315 0.366
H 3.97096 -1.71896 -0.86494 -0.452 0.696 -0.375 0.298
H 3.10974 -2.04121 -2.48865 0.076 0.761 -0.130 0.384
H -1.18383 -4.04610 0.93030 0.031 0.368 -0.051 0.326
H 3.03229 -4.14230 0.64633 0.094 0.322 -0.201 0.322
H 0.96025 -4.71802 1.78662 0.130 -0.286 -0.095 0.357
H 3.97666 -3.23243 -1.58017 -0.397 0.054 -0.117 0.421
C -0.76602 2.04924 -2.60048 0.772 -0.080 0.290 -1.152
C -0.69506 2.00781 -0.04310 0.299 0.408 -0.557 1.232
C -0.94796 2.70605 -1.27011 -0.974 -0.666 0.302 0.296
C -1.33907 2.72025 0.98003 0.526 -0.082 0.465 -0.337
C -1.76677 3.76848 -0.96397 -0.015 0.523 -0.799 -0.811
C -0.01387 0.79220 0.23663 0.065 -0.397 1.250 -0.241
C 0.04062 0.36696 1.61791 -0.428 0.665 -2.155 -0.854
C -0.56638 1.12495 2.58905 0.051 -0.708 0.843 -0.320
C -1.30912 2.30984 2.33547 -0.113 0.225 -0.739 -1.086
N -1.88866 3.84917 0.41598 -0.656 -0.162 0.405 -0.043
H 0.60838 0.24220 -0.45058 -0.167 0.181 -0.406 0.137
H 0.43551 -0.63978 1.66837 0.331 0.050 1.074 0.251
H -0.49274 0.80268 3.62224 -0.153 -0.200 0.094 0.323
H 0.26037 1.67084 -2.64387 0.115 0.104 -0.295 0.242
H -0.93760 2.70203 -3.45681 -0.079 0.010 0.020 0.367
H -2.32356 4.40978 -1.64224 0.211 0.026 0.296 0.382
H -2.58036 4.40053 0.90490 0.243 -0.097 -0.277 0.225
H -2.04552 2.68601 3.03459 0.205 0.142 0.247 0.187
H -1.37384 1.14143 -2.67860 -0.260 0.125 -0.043 0.240

Please write out number 4 again, unchanged.
22
Properties=species:S:1:pos:R:3:forces:R:3:mulliken_charge:R:1 method="wB97M-V/def2-TZVPD" s2=2.06 relative_energy_ev=0.000 multiplicity=3 energy_ha=-570.78715 lumo_ev="-3.636 / -6.231" charge=+1
C 0.67853 -2.10112 -1.82772 -1.490 0.370 -0.318 -0.371
C -1.86009 1.63432 -0.30281 -0.110 -0.521 1.287 -0.392
C -0.25759 -1.15730 -2.23817 1.053 0.804 -0.337 -0.857
C -1.54888 0.89274 -1.40948 0.987 -0.351 1.248 -0.674
C 1.27439 -2.19237 -0.60291 0.173 -0.513 1.782 -0.952
C -1.36235 1.35136 0.96788 0.032 0.180 -1.619 -0.385
C -0.63983 -0.18565 -1.24694 -0.728 -0.757 -1.317 0.747
C -0.18536 -0.39624 0.05131 1.542 -1.897 -0.809 0.596
C 0.77612 -1.36857 0.40024 -0.437 1.320 -1.047 0.564
C 0.36050 -0.09627 2.12094 -1.208 -1.138 -3.641 -0.408
N -0.45507 0.36831 1.14675 0.641 -2.762 -0.567 0.208
N 1.48689 1.84211 1.75422 -2.012 1.988 2.059 -0.433
O 1.10964 -1.14958 1.73037 -0.971 1.049 -0.012 -0.324
H 0.79450 -2.96663 -2.40146 0.741 -0.771 -1.500 0.422
H -2.54704 2.45225 -0.31440 -0.169 0.473 -0.355 0.402
H -0.42146 -1.13917 -3.37188 -0.565 0.302 2.052 0.337
H -1.84782 1.21612 -2.34073 -0.807 0.336 -1.935 0.534
H 1.96269 -3.01600 -0.50321 0.213 0.131 0.644 0.400
H -1.34901 2.09549 1.65439 -0.500 1.817 2.421 0.481
H 0.15898 0.16473 3.06000 0.122 0.643 3.865 0.608
H 1.82646 2.31683 2.60110 1.041 -0.378 -0.944 0.247
H 2.04580 1.43463 1.07252 2.451 -0.327 -0.955 0.249